1.
Entry from the Open Molecules 2025 dataset: a cluster of 7 separate species, C24H68N6O7 in total at a distorted geometry (ωB97M-V/def2-TZVPD).

The energy relative to the best compared isomer or geometry (same formula, charge and spin) is 8.99 kcal/mol. The highest occupied orbital energy (alpha / beta) is -11.048 / -11.036 eV. The frontier orbital gap (alpha / beta) comes out at 9.14 / 3.08 eV.

Structure (ORCA input):
```
! RIJCOSX wB97M-V def2-TZVPD def2/J DEFGRID3
* xyz 1 2
O -2.37 -2.10 1.21
H -1.53 -2.19 1.65
H -2.31 -1.28 0.74
C 1.88 -0.18 -0.66
C 0.39 0.23 -0.70
C -0.51 -0.86 -1.48
O 0.18 -1.08 -2.79
C 0.53 -2.46 -2.98
N -0.12 0.48 0.64
H 2.35 -0.33 -1.63
H 2.06 -1.10 -0.11
H 2.38 0.64 -0.14
H 0.41 1.19 -1.22
H -1.47 -0.36 -1.60
H -0.74 -1.74 -0.88
H 0.93 -2.94 -2.09
H 1.38 -2.56 -3.65
H -0.29 -3.12 -3.27
H -1.06 0.84 0.55
H 0.42 1.26 0.99
C 0.68 4.19 -5.30
C 1.34 3.82 -3.97
C 1.60 2.31 -3.74
O 2.11 1.74 -4.98
C 2.56 0.42 -4.84
N 2.55 4.57 -3.80
H 1.48 4.18 -6.03
H 0.32 5.22 -5.26
H -0.17 3.57 -5.61
H 0.66 4.17 -3.20
H 0.67 1.84 -3.41
H 2.23 2.11 -2.87
H 3.01 0.13 -5.79
H 1.71 -0.25 -4.72
H 3.21 0.30 -3.97
H 3.12 4.27 -4.58
H 2.27 5.52 -4.00
C -1.25 -5.44 2.14
C -2.18 -5.77 0.93
C -3.73 -5.66 1.19
O -4.54 -6.01 0.06
C -5.89 -6.02 0.37
N -1.90 -4.70 0.03
H -1.46 -4.47 2.57
H -0.20 -5.37 1.86
H -1.35 -6.21 2.91
H -1.91 -6.77 0.57
H -4.07 -4.68 1.52
H -4.03 -6.38 1.96
H -6.13 -5.02 0.72
H -6.20 -6.80 1.06
H -6.47 -5.97 -0.55
H -1.86 -3.88 0.62
H -2.79 -4.51 -0.40
C 0.43 2.81 3.22
C 1.44 3.63 2.35
C 2.86 3.18 2.53
O 3.14 2.94 3.90
C 4.53 2.66 4.07
N 0.98 3.41 0.95
H 0.59 1.74 3.17
H -0.55 2.89 2.75
H 0.44 3.18 4.25
H 1.27 4.67 2.63
H 3.39 3.96 1.98
H 3.02 2.22 2.05
H 5.01 3.62 3.87
H 5.01 1.90 3.47
H 4.65 2.44 5.13
H 0.17 4.00 0.85
H 1.62 3.82 0.28
C 1.17 -3.19 3.93
C 1.02 -1.80 3.28
C 2.38 -1.16 2.88
O 3.24 -1.96 2.15
C 4.55 -1.37 1.84
N 0.21 -2.03 2.12
H 2.04 -3.22 4.58
H 1.25 -4.01 3.21
H 0.26 -3.44 4.47
H 0.57 -1.13 4.01
H 2.90 -0.94 3.81
H 2.30 -0.17 2.44
H 4.36 -0.47 1.25
H 5.07 -2.13 1.27
H 5.02 -1.07 2.78
H 0.10 -1.12 1.70
H 0.92 -2.51 1.58
C -1.68 2.72 -2.30
C -2.97 3.18 -1.56
C -3.16 2.53 -0.07
O -3.08 1.09 -0.11
C -4.39 0.51 -0.42
N -2.96 4.58 -1.49
H -0.75 2.88 -1.75
H -1.56 3.24 -3.25
H -1.74 1.66 -2.56
H -3.84 2.88 -2.13
H -3.89 3.02 0.58
H -2.26 2.80 0.49
H -4.84 0.88 -1.34
H -5.07 0.64 0.41
H -4.23 -0.56 -0.53
H -2.42 5.07 -2.19
H -2.44 4.73 -0.63
*
```

=====

2.
Entry from the Open Molecules 2025 dataset: a cluster of 9 separate species, C24H70N4O13 in total at a distorted geometry (ωB97M-V/def2-TZVPD).

The energy relative to the best compared isomer or geometry (same formula, charge and spin) is 52.85 kcal/mol. The highest occupied orbital energy is -8.443 eV. Its SMILES is COCCNCCOC.COCCNCCOC.COCCNCCOC.COCCNCCOC.O.O.O.O.O. The frontier orbital gap comes out at 8.35 eV.

Structure (ORCA input):
```
! RIJCOSX wB97M-V def2-TZVPD def2/J DEFGRID3
* xyz 0 1
C 5.85 -3.67 -3.36
O 4.68 -2.96 -3.64
C 4.96 -1.80 -4.43
C 3.72 -1.09 -4.86
N 3.00 -0.48 -3.70
C 1.92 0.37 -4.21
C 1.38 1.23 -3.08
O 0.63 2.36 -3.53
C -0.51 2.05 -4.31
H 6.07 -4.52 -4.03
H 5.77 -4.23 -2.42
H 6.77 -3.09 -3.39
H 5.49 -2.15 -5.33
H 5.64 -1.17 -3.85
H 3.11 -1.84 -5.37
H 3.96 -0.34 -5.61
H 2.67 -1.35 -3.29
H 1.08 -0.28 -4.52
H 2.20 0.95 -5.08
H 2.14 1.64 -2.42
H 0.75 0.64 -2.40
H -0.91 3.01 -4.65
H -1.30 1.56 -3.72
H -0.22 1.45 -5.17
C 8.88 -5.55 2.09
O 7.49 -5.68 2.20
C 6.84 -5.63 0.93
C 5.34 -5.60 1.19
N 4.71 -5.52 -0.13
C 3.23 -5.46 0.02
C 2.60 -5.11 -1.30
O 2.91 -3.75 -1.66
C 2.38 -2.74 -0.84
H 9.40 -5.86 2.99
H 9.14 -4.50 1.88
H 9.30 -6.07 1.22
H 7.15 -6.53 0.38
H 7.22 -4.75 0.41
H 5.11 -4.74 1.83
H 5.06 -6.54 1.66
H 4.85 -4.57 -0.48
H 2.99 -4.69 0.76
H 2.80 -6.39 0.42
H 1.52 -5.26 -1.40
H 3.02 -5.61 -2.17
H 1.29 -2.80 -0.71
H 2.45 -1.80 -1.39
H 2.84 -2.62 0.14
C -3.54 6.03 6.19
O -3.63 6.20 4.78
C -2.38 6.10 4.12
C -2.50 6.22 2.63
N -3.08 4.98 2.09
C -3.27 5.05 0.64
C -2.15 4.41 -0.18
O -2.13 3.04 0.15
C -0.97 2.47 -0.46
H -3.00 6.92 6.54
H -2.94 5.14 6.40
H -4.52 6.00 6.65
H -1.99 5.10 4.38
H -1.67 6.82 4.55
H -1.56 6.48 2.16
H -3.22 7.01 2.37
H -4.03 4.90 2.44
H -3.53 6.08 0.34
H -4.21 4.59 0.31
H -1.25 4.99 0.06
H -2.32 4.55 -1.25
H -0.94 2.62 -1.54
H -1.00 1.39 -0.33
H -0.03 2.90 -0.12
C -5.63 3.36 4.60
O -5.32 3.43 3.21
C -6.48 3.35 2.36
C -6.87 1.88 2.17
N -5.76 1.01 1.80
C -5.26 1.37 0.46
C -4.04 0.56 0.06
O -4.43 -0.82 -0.11
C -3.64 -1.46 -1.08
H -6.36 2.56 4.74
H -6.11 4.30 4.89
H -4.77 3.21 5.24
H -6.15 3.76 1.41
H -7.20 4.04 2.80
H -7.63 1.84 1.38
H -7.32 1.56 3.11
H -4.98 1.37 2.36
H -4.87 2.40 0.43
H -6.02 1.47 -0.31
H -3.31 0.57 0.87
H -3.64 0.88 -0.90
H -2.63 -1.57 -0.66
H -3.65 -0.92 -2.03
H -3.96 -2.48 -1.29
O 0.52 -0.54 0.13
H 0.40 -0.78 -0.81
H -0.16 -1.05 0.60
O 2.17 1.68 0.87
H 2.80 1.26 0.27
H 1.39 1.11 0.82
O -1.12 -2.40 1.68
H -1.95 -2.39 2.18
H -0.43 -2.55 2.35
O -1.40 -3.96 -0.71
H -1.20 -3.35 0.02
H -1.27 -4.84 -0.34
O -0.51 -1.74 -2.32
H -0.87 -2.54 -1.88
H 0.12 -2.09 -2.96
*
```

=====

3.
Entry from the Open Molecules 2025 dataset: a cluster of 9 separate species, C24H71N5O9 in total at a distorted geometry (ωB97M-V/def2-TZVPD).

The energy relative to the best compared isomer or geometry (same formula, charge and spin) is 51.59 kcal/mol. The highest occupied orbital energy (alpha / beta) is -11.015 / -11.014 eV. The frontier orbital gap (alpha / beta) comes out at 8.04 / 2.03 eV.

Structure (ORCA input):
```
! RIJCOSX wB97M-V def2-TZVPD def2/J DEFGRID3
* xyz 1 2
C 16.91 23.41 -13.61
C 16.10 24.04 -12.48
C 14.70 23.40 -12.31
O 13.89 23.64 -13.45
C 12.52 23.19 -13.24
N 16.84 23.74 -11.27
H 17.14 22.39 -13.31
H 17.90 23.84 -13.69
H 16.33 23.46 -14.54
H 16.05 25.11 -12.63
H 14.19 23.78 -11.42
H 14.85 22.33 -12.18
H 11.97 23.05 -14.17
H 12.03 23.94 -12.62
H 12.47 22.27 -12.67
H 16.33 24.13 -10.49
H 17.71 24.25 -11.24
C 8.84 19.13 -16.22
C 8.00 19.51 -17.44
C 6.70 18.77 -17.55
O 6.15 18.78 -16.25
C 5.17 17.75 -16.06
N 7.81 20.94 -17.41
H 8.42 19.55 -15.31
H 9.88 19.42 -16.32
H 8.92 18.04 -16.11
H 8.64 19.29 -18.29
H 7.01 17.76 -17.81
H 5.95 19.07 -18.29
H 4.67 18.00 -15.12
H 5.69 16.80 -16.07
H 4.31 17.74 -16.74
H 7.11 21.14 -16.70
H 7.36 21.25 -18.26
C 3.87 22.68 -10.60
C 4.22 22.66 -12.07
C 5.59 23.30 -12.47
O 5.64 24.67 -12.04
C 6.82 25.25 -12.52
N 4.18 21.27 -12.54
H 2.82 22.41 -10.51
H 3.99 23.68 -10.20
H 4.52 21.97 -10.07
H 3.42 23.23 -12.56
H 5.69 23.18 -13.55
H 6.35 22.69 -11.98
H 7.64 24.59 -12.24
H 6.96 26.27 -12.16
H 6.90 25.43 -13.59
H 3.24 20.92 -12.67
H 4.60 21.30 -13.46
C 11.43 23.80 -19.12
C 10.87 22.58 -18.31
C 11.75 22.51 -17.02
O 13.06 22.12 -17.41
C 13.77 21.59 -16.33
N 9.49 22.99 -18.07
H 11.43 24.72 -18.55
H 10.84 24.03 -20.01
H 12.45 23.63 -19.46
H 10.93 21.73 -18.99
H 11.29 21.72 -16.43
H 11.74 23.41 -16.42
H 14.03 22.33 -15.56
H 14.75 21.30 -16.71
H 13.41 20.66 -15.89
H 8.89 22.21 -17.81
H 9.02 23.33 -18.90
C 10.87 20.01 -11.62
C 10.64 18.49 -11.23
C 11.50 17.54 -12.07
O 11.14 17.68 -13.39
C 12.10 17.23 -14.32
N 10.95 18.28 -9.80
H 11.93 20.24 -11.66
H 10.35 20.65 -10.90
H 10.41 20.13 -12.60
H 9.58 18.26 -11.31
H 11.28 16.53 -11.73
H 12.56 17.79 -11.95
H 11.69 17.30 -15.32
H 12.60 16.28 -14.11
H 12.90 17.97 -14.25
H 11.00 17.28 -9.64
H 11.90 18.53 -9.57
C 7.11 25.21 -16.97
O 6.08 26.16 -17.15
H 7.33 24.69 -17.90
H 8.04 25.65 -16.58
H 6.84 24.54 -16.16
H 5.98 26.67 -16.34
C 7.15 19.64 -12.87
O 6.22 19.49 -11.87
H 6.79 19.56 -13.89
H 7.56 20.64 -12.76
H 7.91 18.86 -12.93
H 5.50 20.10 -12.04
C 4.57 22.09 -16.04
O 5.30 21.22 -15.29
H 4.83 21.97 -17.09
H 3.50 21.86 -16.02
H 4.81 23.13 -15.85
H 5.33 20.37 -15.74
C 8.76 22.54 -14.54
O 9.42 23.60 -15.14
H 7.72 22.57 -14.85
H 9.20 21.60 -14.87
H 8.90 22.61 -13.46
H 9.62 23.36 -16.05
*
```

=====

4.
Entry from the Open Molecules 2025 dataset: a cluster of 12 separate species, C24H72N4O12 in total at a distorted geometry (ωB97M-V/def2-TZVPD).

The energy relative to the best compared isomer or geometry (same formula, charge and spin) is 188.47 kcal/mol. The highest occupied orbital energy is -8.750 eV. Its SMILES is NC(N)=O.NC(N)=O.CC(C)O.CC(C)O.CC(C)O.CC(C)O.CC(C)O.CC(C)O.CO.CO.CO.CO. The frontier orbital gap comes out at 9.08 eV.

Structure (ORCA input):
```
! RIJCOSX wB97M-V def2-TZVPD def2/J DEFGRID3
* xyz 0 1
N 3.02 0.11 -2.47
C 2.89 1.39 -2.32
N 3.93 2.00 -2.82
O 1.75 2.00 -1.73
H 2.31 -0.48 -2.04
H 3.86 -0.41 -2.78
H 3.86 2.98 -2.94
H 4.74 1.57 -3.25
N -0.43 -1.70 0.58
C 0.38 -0.97 -0.01
N 0.08 0.29 -0.04
O 1.51 -1.51 -0.61
H -0.20 -2.72 0.55
H -1.16 -1.51 1.30
H 0.70 0.97 -0.48
H -0.85 0.66 0.02
C 0.58 4.06 0.72
C 0.80 4.60 2.11
C 2.26 4.96 2.40
O 0.03 5.49 2.53
H -0.31 3.58 0.60
H 1.24 3.24 0.53
H 0.76 4.86 -0.02
H 0.52 3.80 2.78
H 2.54 5.99 2.02
H 2.93 4.20 2.00
H 2.37 4.89 3.48
H 0.13 6.28 2.00
C -1.48 3.23 -2.14
C -1.09 3.92 -3.42
C -1.62 3.13 -4.61
O -1.29 5.13 -3.46
H -0.72 2.50 -2.05
H -2.40 2.77 -2.12
H -1.44 3.94 -1.31
H 0.01 3.76 -3.44
H -2.71 3.10 -4.73
H -1.36 2.06 -4.59
H -1.17 3.38 -5.55
H -0.89 5.53 -2.69
C 4.73 -0.72 0.58
C 4.63 0.37 1.65
C 3.47 1.26 1.12
O 4.26 0.02 2.80
H 4.78 -0.31 -0.45
H 3.83 -1.34 0.51
H 5.57 -1.33 0.76
H 5.47 0.95 1.70
H 2.74 0.76 0.46
H 3.83 2.04 0.50
H 2.89 1.72 1.97
H 3.42 -0.49 2.70
C 0.73 -3.13 3.61
C 2.01 -2.37 3.31
C 2.94 -3.16 2.34
O 1.74 -1.25 2.84
H 0.35 -2.55 4.48
H 0.88 -4.20 3.86
H 0.17 -3.10 2.72
H 2.52 -2.08 4.26
H 3.13 -4.19 2.75
H 3.92 -2.62 2.30
H 2.52 -3.28 1.32
H 1.19 -1.38 2.06
C -4.69 1.92 0.23
C -3.75 0.72 0.38
C -4.44 -0.61 0.01
O -2.74 0.82 -0.32
H -5.06 1.99 -0.77
H -4.08 2.84 0.31
H -5.52 1.85 0.97
H -3.38 0.67 1.41
H -4.62 -0.70 -1.04
H -5.40 -0.70 0.48
H -3.89 -1.50 0.25
H -2.81 0.07 -0.88
C -2.74 -4.02 -1.16
C -1.96 -3.01 -1.97
C -2.29 -3.10 -3.42
O -2.01 -1.82 -1.56
H -3.82 -3.77 -1.16
H -2.37 -4.03 -0.15
H -2.52 -5.01 -1.60
H -0.89 -3.30 -1.98
H -2.51 -4.03 -3.82
H -1.61 -2.54 -4.10
H -3.23 -2.51 -3.57
H -1.58 -1.84 -0.70
C -1.25 1.66 2.69
O 0.14 1.35 2.71
H -1.60 2.15 1.81
H -1.46 2.35 3.56
H -1.82 0.72 2.89
H 0.41 0.89 1.92
C -2.81 -2.93 2.65
O -2.30 -1.63 2.72
H -2.03 -3.58 2.17
H -3.68 -2.92 1.99
H -3.05 -3.34 3.64
H -2.82 -1.11 3.25
C 0.14 -5.44 0.59
O 0.26 -4.19 0.05
H -0.58 -5.47 1.43
H 1.07 -5.82 1.08
H -0.32 -6.15 -0.07
H 1.05 -4.27 -0.52
C 0.12 -0.29 -3.67
O 1.11 -0.34 -4.59
H 0.19 0.65 -3.07
H 0.34 -1.06 -2.96
H -0.90 -0.38 -4.02
H 1.88 0.05 -4.24
*
```